1.
{"formula": "C3H3NO", "method": "wB97M-V/def2-TZVPD", "species": ["H", "N", "H", "C", "C", "O", "H", "C"], "xyz": [[1.207819, -0.987398, 0.122155], [-2.478192, 0.806799, 0.122444], [-3.440765, 0.826127, 0.152645], [1.031615, 1.168652, -0.692109], [-1.341119, 0.735609, -0.223200], [1.245214, 1.159702, 0.531079], [2.839021, -0.171109, -0.301630], [1.683508, -0.007815, -0.198479]], "forces_ev_per_a": [[0.13, 1.59, -0.62], [4.56, -0.16, -1.16], [-1.94, 0.12, 0.22], [-1.06, 1.95, -3.76], [-3.50, -0.34, 0.91], [1.26, 0.06, 2.94], [-2.23, 0.80, 0.15], [2.79, -4.02, 1.32]], "relative_energy_kj_mol": 497.0, "spin_multiplicity": 1, "orbital_gap_ev": 9.8, "total_energy_ha": -245.9023, "lumo_energy_ev": 1.04, "total_charge": 0}

***

2.
{"formula": "C3H3NO", "method": "wB97M-V/def2-TZVPD", "species": ["N", "H", "C", "H", "C", "C", "O", "H"], "xyz": [[0.523680, -1.068087, -0.960819], [1.594406, -0.200198, 0.733839], [0.974944, -0.117149, -0.166699], [-1.289026, -1.318542, 0.252670], [-0.597552, 0.739654, 0.059433], [-0.622356, -0.607059, -0.226082], [0.608613, 1.241322, -0.433838], [-1.192710, 1.330062, 0.741493]], "forces_ev_per_a": [[0.11, 0.23, 0.05], [-0.02, -0.01, -0.12], [0.63, -0.23, 0.04], [0.08, 0.11, -0.06], [-0.32, 0.04, 0.16], [-0.47, -0.05, 0.11], [0.00, -0.04, -0.07], [0.00, -0.04, -0.11]], "relative_energy_kj_mol": 409.4, "spin_multiplicity": 1, "orbital_gap_ev": 9.1, "total_energy_ha": -245.9356, "lumo_energy_ev": 0.74, "total_charge": 0}

***

3.
{"formula": "C3H3NO", "method": "wB97M-V/def2-TZVPD", "species": ["N", "O", "C", "H", "C", "H", "C", "H"], "xyz": [[0.715083, 0.248732, -1.006455], [-0.061895, 0.598600, 1.044634], [-0.233443, -0.719963, -0.702597], [-0.494171, -1.489035, -1.402403], [-0.691123, -0.511244, 0.549837], [1.380011, 1.852763, 0.229023], [0.762001, 0.997089, 0.045719], [-1.376463, -0.976942, 1.242242]], "forces_ev_per_a": [[-0.08, 0.37, 0.26], [0.22, 0.11, -0.22], [0.05, 0.06, 0.33], [-0.05, -0.12, -0.06], [0.08, 0.23, 0.16], [0.07, 0.18, 0.03], [-0.33, -0.78, -0.17], [0.03, -0.06, -0.33]], "relative_energy_kj_mol": 2.0, "smiles": "c1cocn1", "spin_multiplicity": 1, "orbital_gap_ev": 10.7, "total_energy_ha": -246.0908, "lumo_energy_ev": 1.07, "total_charge": 0}

***

4.
{"formula": "C3H3NO", "method": "wB97M-V/def2-TZVPD", "species": ["C", "C", "H", "C", "H", "H", "N", "O"], "xyz": [[-0.707673, 0.462378, 0.361675], [0.954300, 0.577711, -1.129690], [0.095688, -1.365993, -0.171894], [-0.346800, -0.780546, 0.628261], [-1.358325, 1.138871, 0.906054], [-0.423075, -1.233152, 1.604076], [1.988253, 0.121746, -1.392769], [-0.202367, 1.078983, -0.805715]], "forces_ev_per_a": [[0.08, -0.39, 0.30], [0.79, -0.15, -0.53], [0.42, 0.08, 0.34], [-0.21, 0.10, 0.03], [0.39, -0.08, 0.03], [-0.63, -0.04, -0.06], [-0.99, 0.55, 0.10], [0.15, -0.07, -0.22]], "relative_energy_kj_mol": 161.2, "smiles": "C=COC#N", "spin_multiplicity": 1, "orbital_gap_ev": 11.1, "total_energy_ha": -246.0302, "lumo_energy_ev": 0.82, "total_charge": 0}

***

5.
{"formula": "C3H3NO", "method": "wB97M-V/def2-TZVPD", "species": ["N", "H", "C", "H", "C", "H", "C", "O"], "xyz": [[-0.779029, -0.792910, -2.453980], [-0.537407, -1.216864, 0.664777], [0.873980, 0.251016, 0.337850], [1.910878, 1.024048, 0.958170], [-0.654670, -0.575769, -1.326332], [-1.274190, 0.399070, 0.462406], [-0.496110, -0.274723, 0.098975], [0.956549, 1.186133, 1.258134]], "forces_ev_per_a": [[0.11, 0.20, 1.07], [-0.05, 0.09, -0.04], [-0.58, -0.95, -0.78], [0.18, 1.78, 1.72], [-0.28, -0.22, -0.91], [-0.20, -0.02, -0.01], [-0.35, 0.07, 0.02], [1.17, -0.96, -1.06]], "relative_energy_kj_mol": 315.3, "spin_multiplicity": 1, "orbital_gap_ev": 9.7, "total_energy_ha": -245.9714, "lumo_energy_ev": 0.20, "total_charge": 0}

***

6.
{"formula": "C3H3NO", "method": "wB97M-V/def2-TZVPD", "species": ["C", "O", "C", "H", "N", "H", "C", "H"], "xyz": [[1.241964, -0.028569, 0.015206], [0.502811, 1.104747, 0.022321], [-0.777342, 0.731064, 0.015170], [-1.439074, 1.555477, -0.145220], [0.500055, -1.144547, -0.001871], [2.326850, -0.113355, 0.059949], [-0.774274, -0.748398, 0.018668], [-1.580990, -1.356418, 0.015778]], "forces_ev_per_a": [[1.05, -2.24, -0.02], [2.18, 2.78, 0.06], [-1.53, 0.36, 0.27], [-0.63, -0.27, -0.14], [-2.36, -0.33, 0.10], [-0.47, 0.87, -0.04], [3.97, 0.78, -0.22], [-2.21, -1.95, -0.01]], "relative_energy_kj_mol": 29.0, "spin_multiplicity": 3, "orbital_gap_ev": [6.5, 9.2], "total_energy_ha": -245.9383, "lumo_energy_ev": [1.09, -1.86], "total_charge": 0, "s2": 2.0205}

***

7.
{"formula": "C3H3NO2", "method": "wB97M-V/def2-TZVPD", "species": ["O", "H", "N", "C", "O", "C", "H", "H", "C"], "xyz": [[-1.893859, 1.009112, 0.038860], [2.365321, 0.106717, 0.343068], [0.383508, 0.822789, 0.325567], [1.306442, -0.091590, 0.245278], [0.965927, -1.317505, 0.056232], [-0.804750, 0.232310, 0.001155], [0.044479, -1.521857, -1.006049], [-1.591954, 1.908406, 0.267069], [-0.775114, -1.148381, -0.271180]], "forces_ev_per_a": [[0.30, -0.30, -0.22], [0.06, 0.23, 0.03], [0.06, -0.05, 0.16], [0.08, 0.12, 0.53], [-0.03, 0.63, 0.97], [0.54, -0.16, -0.25], [-2.71, -0.23, -1.33], [-0.07, -0.40, -0.08], [1.77, 0.16, 0.18]], "relative_energy_kj_mol": 444.2, "spin_multiplicity": 1, "orbital_gap_ev": 9.8, "total_energy_ha": -321.2085, "lumo_energy_ev": 0.33, "total_charge": 0}

***

8.
{"formula": "C3H3NO2", "method": "wB97M-V/def2-TZVPD", "species": ["C", "H", "H", "C", "N", "O", "C", "O", "H"], "xyz": [[-1.416182, 1.137604, 0.007349], [-1.580915, 1.747090, 0.890408], [-2.181073, 1.106066, -0.764867], [-0.272037, 0.537624, -0.111270], [0.591578, -1.651280, 0.239122], [2.048983, 0.088143, -0.365041], [0.773208, -0.253379, -0.076673], [-0.540600, -1.990594, 0.477012], [2.577038, -0.721278, -0.296042]], "forces_ev_per_a": [[0.28, 0.14, -0.09], [-0.29, -0.18, 0.06], [0.19, 0.15, 0.02], [-0.06, 0.03, -0.01], [-0.47, -0.08, 0.26], [0.11, -0.22, -0.08], [-0.42, 0.16, -0.08], [0.66, -0.07, -0.04], [0.00, 0.06, -0.06]], "relative_energy_kj_mol": 484.4, "smiles": "C=C=C(O)N=O", "spin_multiplicity": 1, "orbital_gap_ev": [8.7, 8.7], "total_energy_ha": -321.1931, "lumo_energy_ev": [-0.75, -0.75], "total_charge": 0}

***

9.
{"formula": "C3H3NO2", "method": "wB97M-V/def2-TZVPD", "species": ["O", "H", "C", "O", "C", "H", "C", "N", "H"], "xyz": [[-0.883400, -0.929345, 0.911090], [-0.162166, 1.289459, 0.246346], [1.143262, -0.336297, -0.174294], [1.697830, -1.179068, 0.498477], [-1.143374, 0.767608, -0.754995], [1.661316, 0.312111, -0.889900], [-0.289446, -0.027492, 0.069350], [-1.871555, 1.525716, -1.250058], [-0.152467, -1.422693, 1.343983]], "forces_ev_per_a": [[0.05, 0.69, 0.19], [1.01, -2.15, 2.03], [0.22, -0.01, -0.05], [-0.41, 0.45, -0.49], [-1.63, -0.46, -1.90], [0.17, -0.05, -0.15], [0.38, 1.80, 0.58], [0.43, -0.57, 0.04], [-0.22, 0.29, -0.26]], "relative_energy_kj_mol": 352.3, "smiles": "N#C[C@@H](O)C=O", "spin_multiplicity": 1, "orbital_gap_ev": 10.2, "total_energy_ha": -321.2435, "lumo_energy_ev": -0.07, "total_charge": 0}

***

10.
{"formula": "C3H3NO2", "method": "wB97M-V/def2-TZVPD", "species": ["H", "C", "C", "O", "H", "N", "C", "H", "O"], "xyz": [[0.948388, 0.434447, 2.035733], [-0.604056, 0.061089, -0.854676], [0.210088, -0.639934, 0.179159], [-0.179339, 1.476294, 0.725268], [0.099358, -1.679419, 0.474983], [-0.825328, 1.324638, -0.541043], [0.437090, 0.393524, 1.080073], [0.521817, -0.833235, -1.106766], [-0.608018, -0.537406, -1.992732]], "forces_ev_per_a": [[-0.06, -0.03, -0.12], [0.05, 0.28, -0.05], [-0.06, 0.10, 0.39], [0.18, -0.06, 0.23], [0.05, 0.14, -0.07], [-0.03, -0.35, -0.18], [-0.12, -0.01, -0.06], [0.02, -0.09, -0.22], [-0.02, 0.00, 0.08]], "relative_energy_kj_mol": 567.1, "spin_multiplicity": 1, "orbital_gap_ev": 8.9, "total_energy_ha": -321.1617, "lumo_energy_ev": -0.65, "total_charge": 0}